ORCA calculation (the ωB97M-V functional and the def2-TZVPD basis) on a structure of composition C41H45Cl2N4O3PV in a non-equilibrium geometry.

Output
Energy relative to the best compared isomer or geometry (same formula, charge and spin) = 179.3 kJ/mol
Frontier orbital gap (alpha / beta) = 0.2596 / 0.2800 Ha
Multiplicity = 4
E = -4239.8255 a.u.
<S²> = 3.76
E_LUMO (alpha / beta) = 0.24 / 0.24 eV
E_HOMO (alpha / beta) = -0.251 / -0.271 hartree

Last column: Löwdin charge in e.
Geometry (Å):
V 0.42576 -1.17713 -0.73503  0.8226
Cl 1.05443 -2.98387 7.05428  0.6424
Cl 1.00425 0.69518 3.35124  0.8296
P 0.53871 2.32397 -0.14319  0.8261
O -1.40652 -4.15663 1.63692  0.0142
O 0.20071 0.89823 -0.30469  -0.3619
O 0.38992 -1.62239 1.43953  -0.1233
N -3.96270 -2.12073 -0.25335  -0.1012
N -3.52707 -0.39443 1.38899  -0.0635
N -1.82711 -0.98099 -0.27196  -0.0998
N -3.91783 0.10300 -0.94085  -0.0956
C 0.21994 5.19837 -3.11309  -0.0743
C -2.72918 3.60672 1.88238  -0.0727
C -4.20246 -1.74342 1.10811  -0.1246
C 2.10259 -1.22810 -2.28205  -0.2487
C -0.64486 -3.81919 -2.91741  -0.0266
C -4.14648 0.52614 0.45896  -0.1609
C -1.81994 3.33876 0.82169  -0.0755
C 0.88313 -1.02197 3.65692  -0.4957
C 1.18426 -1.38992 4.94389  -0.1548
C 0.43761 -3.57606 4.43547  -0.0971
C 4.98138 2.76187 1.15560  -0.0788
C -2.23910 3.63692 3.17976  -0.0692
C 3.30401 -2.02644 -0.07063  -0.0435
C 0.91394 -1.64043 -2.90721  -0.3491
C 3.22700 -0.27500 -2.85679  0.0045
C 2.29630 2.61250 0.38165  -0.2511
C 0.51650 -1.96973 2.63992  -0.4043
C 0.90032 -2.68152 5.34797  -0.6811
C 4.45685 3.69944 0.26921  -0.0789
C -2.12146 -0.52680 1.12176  -0.1750
C -0.86699 3.61570 3.46258  -0.0695
C 0.21099 2.50932 -2.81536  -0.0560
C 4.21619 1.66242 1.61568  -0.0366
C -4.56523 -1.18871 -1.15957  -0.1624
C -2.52855 -2.34034 -0.52907  -0.0806
C 0.35938 4.41493 -4.22328  -0.0850
C 0.00544 3.32301 2.42923  -0.1452
C -0.59682 -4.29146 2.53087  -0.2167
C 0.23562 -3.25612 3.12276  -0.1305
C -2.52605 0.02757 -1.18391  -0.1631
C 1.36089 -3.20017 -1.32572  -0.2895
C 3.09219 3.66925 -0.05248  -0.0667
C 2.85880 1.61388 1.18061  -0.1425
C 0.37370 -1.03621 -4.12622  -0.0371
C -0.46123 3.09755 1.12910  -0.2712
C 0.51112 -2.88978 -2.38620  -0.2269
C 0.26589 3.27100 -1.64496  -0.2764
C 0.29321 3.06878 -4.09228  -0.0532
C 0.20779 4.61606 -1.86021  -0.1024
C 1.29018 -4.30745 -0.35950  -0.0234
C 2.39364 -2.17456 -1.24391  -0.2598
H 0.18237 -4.58690 4.84240  0.1280
H -1.22706 -4.37528 -2.16593  0.0710
H 3.77579 -1.05665 -0.07206  0.0595
H -1.44321 -3.21794 -3.41876  0.0634
H 2.08330 -4.28089 0.40040  0.0891
H 2.32676 0.69986 1.40196  0.0320
H 0.21636 6.29145 -3.16986  0.1177
H 1.52519 -0.60509 5.62021  0.1022
H -2.47671 -0.30727 -2.22326  0.1292
H -1.73295 -1.22323 1.87388  0.1201
H 1.12970 -0.86263 -4.89382  0.0860
H 5.12293 4.47452 -0.13249  0.1091
H -2.19753 -3.07452 0.12125  0.0666
H 2.63817 4.49452 -0.62325  0.1049
H 0.36173 2.36060 -4.90079  0.1083
H -3.64498 1.45469 0.58384  0.0820
H 1.40184 -5.22845 -0.97189  0.1006
H -0.36751 -1.75655 -4.59955  0.0965
H 0.40728 4.96450 -5.11316  0.0973
H 1.05947 3.20078 2.59861  0.0708
H -1.95585 0.97835 -0.97607  0.1123
H -3.01823 3.75290 3.93236  0.1094
H 0.32235 -4.39512 0.10930  0.0521
H -4.34208 -1.56269 -2.11627  0.1080
H -2.36755 -2.70395 -1.53877  0.0952
H 4.00715 -2.87173 -0.02613  0.0919
H -0.60384 -5.28606 3.12170  0.1409
H 6.03092 2.78911 1.36812  0.0942
H -1.59342 0.45090 1.30278  0.1275
H -2.15124 3.25877 -0.20015  0.1015
H -3.73971 3.89640 1.58661  0.1129
H 0.26608 1.44659 -2.58548  0.0772
H -0.14940 -0.12899 -3.87938  0.0465
H -0.24528 -4.48538 -3.72093  0.0906
H -0.55131 3.73318 4.49464  0.1118
H 4.63358 0.98659 2.34670  0.1054
H -3.76534 -2.44329 1.77739  0.1088
H 3.79309 -0.81020 -3.54210  0.0458
H -5.27350 -1.70948 1.35038  0.1307
H -5.64519 -1.02859 -0.99764  0.1377
H -5.17492 0.59024 0.62099  0.1063
H 2.87403 0.60689 -3.38843  0.0584
H 0.20746 5.31094 -1.01192  0.1208
H 2.79105 -2.07320 0.86919  0.0566
H 3.88719 0.06119 -2.00075  0.0858

Forces on atoms 1 to 2 (eV/Å):
V -0.814 -0.189 0.830
Cl 0.038 -0.493 0.066



ORCA calculation (the ωB97M-V functional and the def2-TZVPD basis) on a structure of composition C34H31FMoN4O6 in a non-equilibrium geometry.

Output
Energy relative to the best compared isomer or geometry (same formula, charge and spin) = 170.4 kJ/mol
Frontier orbital gap (alpha / beta) = 0.2514 / 0.2590 Ha
Multiplicity = 3
Total charge = +2
E = -2152.1897 a.u.
<S²> = 2.02
E_LUMO (alpha / beta) = -5.76 / -5.57 eV
E_HOMO (alpha / beta) = -0.463 / -0.464 hartree

Last column: Löwdin charge in e.
Geometry (Å):
Mo 3.21722 -0.85518 -0.19276  1.8307
F -3.72369 0.50149 1.27545  0.0777
O 5.69325 -6.71690 1.19879  -0.0275
O 3.92940 2.91040 -1.19729  0.1812
O 3.70869 -2.47641 0.46049  -0.2791
O 5.14874 -0.50860 0.37734  -0.1494
O 1.21719 0.53515 0.83542  -0.0227
O 3.17035 0.81049 -0.88717  -0.2882
N -4.65915 3.00131 0.36488  -0.0872
N -0.02777 4.18195 -0.49141  -0.0175
N -4.55897 -6.77700 -2.19499  0.1747
N -7.36633 3.81194 0.19913  0.0666
C -0.44216 -3.40368 -1.46405  -0.2467
C 7.02335 -4.82184 1.14053  0.0390
C -0.37436 5.59854 -0.70933  -0.1721
C -1.51761 -5.13058 -2.75864  -0.0096
C 1.69919 2.52755 -0.40682  -0.0291
C -5.69716 1.99573 0.21857  -0.1396
C -1.51155 1.06150 0.78331  0.0966
C -0.55449 6.35751 0.59481  -0.0523
C -0.46572 -4.25132 -2.57447  -0.0106
C 5.74001 -5.40065 1.06515  -0.2464
C -5.11568 4.17103 1.09125  -0.1311
C -2.33913 3.58386 -0.00862  0.0626
C 4.42927 -7.38526 1.07900  -0.0266
C -3.28802 2.66004 0.39316  -0.1320
C -0.56256 1.98838 0.35754  -0.0455
C 0.85009 1.58558 0.29899  -0.2884
C -2.53217 -4.34170 -0.71440  -0.0192
C -3.66863 -6.07020 -2.03026  -0.1704
C 7.44471 -0.46116 0.73369  0.0360
C -6.26414 4.82945 0.35285  -0.0794
C 4.79820 -3.24662 0.71184  -0.2378
C 4.61443 -4.59860 0.85696  0.0832
C 1.54350 -1.68691 -1.07452  -0.1504
C -0.97785 3.26350 -0.03382  -0.1112
C -2.83145 1.39809 0.80609  -0.1831
C 1.23015 3.77200 -0.70929  0.0520
C 0.64596 -2.48788 -1.26498  -0.0941
C -6.87143 2.59058 -0.53760  -0.0746
C 3.05781 2.18246 -0.86091  -0.4615
C 6.16710 -1.21355 0.63024  -0.3022
C -1.48129 -3.46259 -0.53332  -0.0218
C -2.55529 -5.17138 -1.83140  -0.2200
C 6.05800 -2.62910 0.78963  -0.0926
C 7.17103 -3.47387 1.01220  0.0208
H -1.54147 -5.78649 -3.61824  0.1275
H -4.31133 4.89268 1.21060  0.1320
H 3.76500 -7.09046 1.89120  0.1035
H 0.34311 -4.20997 -3.29159  0.1236
H 8.16424 -3.05540 1.07728  0.1189
H -1.18324 0.08318 1.11120  0.1421
H 1.90327 4.49459 -1.15541  0.1593
H -5.33335 1.15170 -0.35881  0.1440
H -8.17088 4.21869 -0.28040  0.1887
H -3.33724 -4.39348 0.00599  0.1232
H -0.81482 7.39509 0.38644  0.0887
H -5.45416 3.89350 2.10339  0.1449
H 7.61029 0.05732 -0.21243  0.1153
H 8.30490 -1.07538 0.96710  0.0775
H 3.97157 -7.16764 0.11440  0.1014
H -6.56924 2.92374 -1.52834  0.1442
H -1.34262 5.92088 1.21008  0.0675
H -6.03956 1.60861 1.18868  0.1394
H 7.32914 0.30745 1.49917  0.1131
H -7.69655 1.88750 -0.62460  0.1438
H 0.43763 6.02898 -1.28997  0.1264
H 4.64731 -8.44364 1.14974  0.1026
H -5.96868 5.12376 -0.65203  0.1429
H -2.67516 4.55609 -0.34259  0.1150
H -7.68837 3.53028 1.12909  0.1850
H 0.36922 6.34825 1.17372  0.0899
H 7.87283 -5.47143 1.29770  0.1366
H -1.26503 5.65202 -1.33455  0.1172
H -1.45234 -2.82146 0.33770  0.1134
H -6.65966 5.69022 0.88717  0.1429
H 3.61416 -4.99669 0.79701  0.1280

Forces on atoms 1 to 2 (eV/Å):
Mo -2.069 0.108 -0.082
F -0.013 0.042 -0.042



ORCA calculation (the ωB97M-V functional and the def2-TZVPD basis) on a structure of composition C27H26Cl2N6O7S3Sn.

Output
Frontier orbital gap = 0.2254 Ha
Multiplicity = 1
E = -4228.9379 a.u.
E_LUMO = -0.93 eV
E_HOMO = -0.260 hartree

Last column: Löwdin charge in e.
Geometry (Å):
Sn -0.02612 1.15238 -0.40787  1.4101
Cl 2.15560 1.44251 -2.39290  0.4706
Cl 2.88905 1.89229 -5.19525  0.5373
S 5.28679 1.10194 4.56593  0.9880
S -1.72323 -7.25636 -5.00497  0.3910
S -1.28889 3.88352 -0.76068  0.3968
O -1.08662 -7.34202 -6.30836  -0.3586
O -1.85994 2.63023 -1.30741  -0.4424
O -0.80489 2.11209 1.79510  -0.1887
O -2.74916 -8.23968 -4.73523  -0.3569
O -0.81614 -7.00098 -3.90309  -0.3785
O -1.88745 4.25807 0.51271  -0.3211
O 0.17218 3.70704 -0.66613  -0.4574
N -1.32068 -0.44672 1.15810  0.0210
N 2.10009 0.91362 1.30701  -0.0359
N -3.55493 -5.56725 -6.16559  0.1319
N -2.19351 -4.65755 -4.46862  0.1501
N 2.91027 3.88673 7.30165  0.0639
N -0.89073 -0.52164 -2.18486  -0.0870
C 4.06276 1.02114 3.26723  -0.5022
C -1.85144 1.50253 2.52440  -0.1608
C 3.76069 4.37630 6.40511  -0.1352
C 2.79273 2.56528 7.39003  -0.1375
C 3.32830 1.07619 -3.69844  -0.9626
C -1.59836 5.20822 -1.90035  -0.1121
C -0.28506 -1.68399 -2.46198  -0.1590
C 3.26096 -0.10486 3.13046  -0.0613
C -2.64996 -3.43786 -4.74263  -0.2371
C 2.29180 -0.10609 2.14248  -0.1264
C -1.33522 -1.76851 0.93496  -0.1119
C 2.88809 1.98268 1.42957  -0.1251
C 3.49800 1.67962 6.58579  -0.0788
C -2.50535 -0.82164 3.18823  -0.0044
C -2.05598 -2.37915 -3.89992  -0.1202
C -0.81959 -2.63161 -3.30133  0.0250
C 4.36877 2.20753 5.64519  -0.5152
C -4.05569 -4.36260 -6.38577  -0.1139
C 3.88461 2.07822 2.38316  -0.0544
C 4.51910 3.58183 5.55427  -0.0811
C -3.60147 -3.22544 -5.72607  -0.0025
C -1.89369 0.02008 2.26703  -0.2468
C -2.62012 -5.66548 -5.21775  -0.3282
C -2.52001 -2.18343 2.95117  -0.0330
C -2.06820 -0.27204 -2.76724  -0.1240
C -1.91826 -2.67075 1.79971  -0.0305
C -2.68066 -1.16683 -3.62537  0.0140
H -1.61165 6.12725 -1.32085  0.0725
H -2.98133 -2.85919 3.66007  0.1190
H 1.63629 -0.96230 2.01115  0.1094
H 3.38844 -0.95319 3.78838  0.1103
H -1.89763 -3.72945 1.58189  0.1200
H 4.51160 2.95665 2.44408  0.1108
H -0.78394 5.20754 -2.62130  0.0728
H -0.32855 -3.57856 -3.48754  0.1278
H 2.70471 2.79136 0.72892  0.1117
H -3.95645 -2.23723 -5.98845  0.1021
H 2.10356 2.19473 8.14152  0.1082
H -1.69858 1.66377 3.59387  0.1351
H 5.20798 4.02359 4.84713  0.1043
H -2.55340 5.03237 -2.38916  0.0733
H -1.11686 3.00369 1.50379  0.0421
H -2.52104 0.68195 -2.52171  0.0937
H 3.31886 0.00775 -3.86776  0.0306
H 4.29951 1.42993 -3.37955  0.0290
H -0.85765 -2.10540 0.02714  0.0946
H -4.84471 -4.29850 -7.12855  0.1094
H 3.84530 5.45717 6.36565  0.1094
H 0.66974 -1.85021 -1.97060  0.1123
H -2.95513 -0.40191 4.07913  0.1244
H -3.64855 -0.93235 -4.04779  0.1157
H 3.37242 0.61012 6.68762  0.1051
H -2.81134 1.95290 2.25145  0.1474

Forces on atoms 1 to 2 (eV/Å):
Sn -0.420 -0.322 0.327
Cl 0.524 -0.002 -0.372



Among the records above, which one has the lowest E?
C41H45Cl2N4O3PV